{
  "formula": "C13H20BCl7CrF4O21",
  "method": "the ωB97M-V functional and the def2-TZVPD basis",
  "e_lumo_ev": [-3.23, -0.30],
  "total_energy_ev": -184408.8851,
  "homo_ev": [-7.687, -7.692],
  "multiplicity": 4,
  "charge": -1,
  "elements": ["Cr", "Cl", "O", "O", "O", "O", "Cl", "O", "O", "O", "O", "Cl", "O", "O", "O", "O", "B", "F", "F", "F", "F", "C", "C", "O", "C", "O", "O", "H", "H", "H", "H", "C", "C", "O", "C", "O", "O", "H", "H", "H", "H", "C", "C", "O", "C", "O", "O", "H", "H", "H", "H", "Cl", "C", "C", "Cl", "H", "H", "H", "H", "Cl", "C", "C", "Cl", "H", "H", "H", "H"],
  "positions_angstrom": [[8.0927, -23.8937, -18.9985], [5.5295, -24.6889, -21.3275], [4.2860, -24.0662, -21.1724], [5.9636, -24.7388, -22.6773], [6.5455, -23.9257, -20.6520], [5.5389, -25.9859, -20.6755], [11.2465, -22.9371, -17.0863], [10.0594, -23.2914, -17.8633], [10.8068, -22.1474, -15.9976], [11.9193, -24.1050, -16.8082], [12.0178, -21.9829, -17.9077], [9.6253, -27.1320, -19.5283], [9.5625, -27.8208, -18.2513], [8.8605, -25.9699, -19.4269], [10.8976, -26.6399, -19.9737], [9.1170, -27.9344, -20.5975], [7.2680, -24.8025, -16.7837], [6.3901, -25.0536, -15.7441], [8.4832, -25.3417, -16.6352], [6.7195, -25.0241, -17.9906], [7.4542, -23.4680, -16.9927], [3.5861, -26.8400, -14.9091], [2.1457, -26.3964, -15.1792], [1.6417, -26.5475, -13.8112], [2.6093, -26.6537, -12.9536], [2.6231, -26.5732, -11.7574], [3.7193, -26.9060, -13.5768], [4.1805, -25.9900, -15.2443], [3.9604, -27.8235, -15.1932], [1.5422, -27.0750, -15.7821], [1.9871, -25.3576, -15.4691], [3.1568, -21.8290, -15.3966], [4.6863, -21.7294, -14.9523], [5.2939, -22.2478, -16.1852], [4.4657, -22.3408, -17.1998], [4.8572, -22.5655, -18.3691], [3.2301, -22.0000, -16.8406], [2.7341, -20.8750, -15.0814], [2.5644, -22.5143, -14.7904], [4.8780, -22.2585, -14.0188], [5.1365, -20.7401, -14.8717], [6.5645, -18.4588, -18.8515], [8.1145, -18.2482, -19.0591], [8.5162, -19.6862, -19.1322], [7.5295, -20.5180, -18.7190], [7.6741, -21.7452, -18.6655], [6.4331, -19.8067, -18.3263], [6.0027, -18.4174, -19.7846], [6.0649, -17.8351, -18.1102], [8.4355, -17.6954, -18.1762], [8.4899, -17.7535, -19.9549], [6.0735, -24.3017, -11.7286], [7.5900, -24.7724, -12.4728], [7.5553, -26.3414, -12.8602], [7.8235, -27.4500, -11.5070], [8.4201, -24.6290, -11.7812], [7.7988, -24.0920, -13.2984], [8.2919, -26.5348, -13.6400], [6.6620, -26.6478, -13.4046], [5.9105, -29.0060, -15.6771], [6.6918, -28.6521, -17.2090], [5.8565, -28.6676, -18.4908], [4.8683, -30.1157, -18.6298], [7.4534, -29.3915, -17.4565], [7.2668, -27.7448, -17.0237], [6.5194, -28.6241, -19.3549], [5.2729, -27.7471, -18.5076]],
  "forces_ev_per_angstrom": [[-0.261, -1.219, 0.415], [-0.727, -4.180, -0.339], [-0.891, 0.870, -0.005], [-0.304, -0.144, -0.441], [4.001, 3.086, 3.028], [-0.110, 0.803, -0.767], [0.541, 5.080, -2.116], [-2.546, -0.775, -2.329], [-0.526, -0.719, 1.682], [1.416, -2.020, 1.073], [-0.458, -1.931, 0.194], [3.657, -3.522, -1.374], [0.507, 0.612, -1.257], [-4.994, 6.312, 0.853], [0.839, -0.730, 1.244], [-0.845, -0.450, 0.577], [-0.265, 0.061, 4.138], [0.041, -0.252, -0.188], [1.076, -1.385, 0.215], [-1.538, -2.335, -4.686], [1.123, 3.621, 1.046], [0.683, 0.784, -3.116], [-0.652, -1.441, 1.477], [-2.825, 0.861, -0.977], [1.229, -0.079, 2.430], [-1.448, 0.139, 0.101], [2.072, 0.006, 2.294], [0.766, -0.578, -0.508], [-0.607, 0.528, -1.403], [0.180, 0.191, -0.162], [0.291, -0.114, -0.108], [1.723, 1.751, 1.018], [-1.190, -0.510, -2.013], [1.102, -0.496, 1.923], [1.914, 0.103, -3.830], [-1.850, 0.437, 3.916], [-1.535, -0.179, 1.339], [-0.352, 0.281, -0.950], [0.266, -0.935, -0.870], [0.394, -0.626, -0.532], [-0.634, 0.234, 0.121], [0.127, -0.069, -0.463], [-1.823, -1.585, 0.721], [-0.378, 0.530, 0.372], [0.511, -0.535, 0.294], [-0.395, 2.348, -0.864], [1.446, -0.958, -0.821], [0.039, -0.017, -0.025], [0.432, 0.228, -0.142], [0.859, -0.698, 0.087], [-0.477, -0.249, -0.011], [-0.468, 0.297, 0.328], [0.739, -2.250, -0.353], [0.114, 1.774, -1.188], [-0.033, 0.275, 0.077], [-0.257, -0.050, 0.266], [-0.289, -0.518, -0.352], [0.589, 0.148, 0.414], [-0.463, 0.355, 0.623], [-0.111, -0.523, 0.191], [1.444, -0.597, -1.283], [0.146, 1.658, 0.776], [-0.293, -0.188, -0.031], [0.106, -0.301, 0.909], [-0.363, 0.205, -0.518], [0.114, -0.069, 0.167], [-0.583, -0.350, -0.285]],
  "mulliken_spin": [3.2116, 0.0138, -0.0149, -0.0205, -0.0743, -0.0213, 0.0105, -0.0551, -0.0059, 0.0015, -0.0514, 0.0007, 0.0017, 0.0000, 0.0046, -0.0080, -0.0225, -0.0041, 0.0061, -0.0201, 0.0379, -0.0001, 0.0000, 0.0000, 0.0000, 0.0000, 0.0000, -0.0001, 0.0000, 0.0000, 0.0000, 0.0000, 0.0001, 0.0045, -0.0004, -0.0004, 0.0001, 0.0000, 0.0000, 0.0000, 0.0000, 0.0000, 0.0000, 0.0000, 0.0001, 0.0020, 0.0021, 0.0001, 0.0002, 0.0000, 0.0000, 0.0000, -0.0001, -0.0002, 0.0000, 0.0000, -0.0002, 0.0001, 0.0001, 0.0000, 0.0010, 0.0003, 0.0000, 0.0000, 0.0004, 0.0000, 0.0000]
}



{
  "formula": "C13H20BaGeN4S",
  "method": "the ωB97M-V functional and the def2-TZVPD basis",
  "e_lumo_ev": -0.11,
  "total_energy_ev": -87811.3078,
  "homo_ev": -7.048,
  "e_above_lowest_ev": 0.0000,
  "charge": 0,
  "elements": ["Ba", "S", "C", "C", "C", "C", "C", "N", "H", "H", "H", "H", "N", "C", "C", "N", "C", "C", "N", "H", "H", "H", "H", "H", "C", "Ge", "C", "C", "C", "H", "H", "H", "H", "H", "H", "H", "H", "H", "H", "H"],
  "positions_angstrom": [[1.4165, 0.1238, 0.4317], [4.1884, 1.4012, 0.4145], [3.3066, 2.9101, 0.4558], [3.9902, 4.1358, 0.3205], [3.2895, 5.3167, 0.3778], [1.9076, 5.2911, 0.5700], [1.3056, 4.0614, 0.6873], [1.9684, 2.8970, 0.6283], [5.0608, 4.1211, 0.1784], [3.8108, 6.2610, 0.2778], [1.3220, 6.1975, 0.6281], [0.2345, 3.9901, 0.8482], [-4.0403, -1.3882, 1.5917], [-3.4126, -0.2578, 1.1731], [-2.0117, -0.2229, 1.0170], [-1.3978, 0.8546, 0.5676], [-2.1512, 1.9223, 0.2650], [-3.5193, 1.8810, 0.4328], [-4.1575, 0.8040, 0.8867], [-3.5093, -2.1463, 1.9792], [-5.0160, -1.3227, 1.8217], [-1.4036, -1.0954, 1.2454], [-1.6536, 2.8027, -0.1183], [-4.1297, 2.7439, 0.1951], [0.4908, -5.0669, -1.2076], [0.3138, -3.1443, -0.8170], [-1.4917, -2.5969, -1.4033], [1.5619, -2.2021, -2.0564], [0.6880, -2.5358, 0.9718], [0.2340, -5.3118, -2.2398], [-0.1662, -5.6310, -0.5436], [1.5148, -5.3927, -1.0184], [-1.7101, -2.9648, -2.4070], [-1.5930, -1.5088, -1.4196], [-2.2548, -2.9941, -0.7297], [1.5523, -2.6573, -3.0478], [2.5945, -2.2386, -1.6971], [1.2910, -1.1506, -2.2245], [1.6464, -2.9677, 1.2977], [-0.0700, -2.9186, 1.6670]],
  "forces_ev_per_angstrom": [[0.153, -0.019, -0.108], [-0.146, 0.036, -0.013], [0.124, -0.161, 0.004], [-0.137, 0.093, 0.009], [0.107, -0.046, -0.012], [-0.068, 0.038, 0.004], [0.054, -0.048, -0.003], [-0.078, 0.052, 0.063], [0.007, -0.028, -0.001], [-0.006, -0.001, 0.001], [0.009, 0.000, 0.003], [-0.001, -0.017, -0.004], [0.004, -0.011, -0.003], [-0.045, 0.068, -0.008], [0.000, -0.060, 0.030], [0.002, -0.015, -0.007], [-0.024, 0.039, -0.032], [0.025, -0.007, 0.001], [-0.014, -0.026, 0.009], [0.007, 0.004, -0.001], [-0.001, 0.008, 0.000], [0.052, 0.019, -0.007], [0.020, -0.012, 0.016], [-0.001, -0.004, 0.000], [0.034, 0.019, 0.023], [0.004, -0.032, 0.083], [0.001, -0.007, 0.025], [0.001, 0.053, 0.005], [-0.073, 0.160, -0.001], [-0.002, 0.043, -0.003], [0.004, -0.001, -0.013], [-0.006, -0.005, 0.000], [0.027, -0.017, 0.002], [-0.007, -0.012, -0.006], [-0.001, 0.018, -0.009], [-0.016, -0.026, 0.020], [-0.004, 0.009, 0.007], [-0.009, -0.014, -0.014], [-0.002, -0.051, -0.034], [0.006, -0.042, -0.026]],
  "nbo_charge": [1.8196, -0.5331, 0.0805, -0.2765, -0.1480, -0.3059, 0.0422, -0.6170, 0.2309, 0.2156, 0.2190, 0.1806, -0.7819, 0.3496, -0.0523, -0.4710, -0.0800, 0.0255, -0.4313, 0.4003, 0.4078, 0.2331, 0.2035, 0.2045, -1.0825, 1.5786, -1.0946, -1.1115, -1.6057, 0.2203, 0.2260, 0.2267, 0.2286, 0.2092, 0.2216, 0.2437, 0.2250, 0.1832, 0.2115, 0.2040]
}